16
Properties=species:S:1:pos:R:3 method="wB97M-V/def2-TZVPD" total_charge=0 e_above_lowest_kj_mol=172.66 gap_ha=0.3648 smiles="N[C@@H](C=O)CCS" e_tot_ha=-685.9532
S -2.230 0.383 -1.687
O 2.040 1.445 -0.534
N 0.703 -0.300 1.886
C 0.129 -0.610 -0.560
C 1.225 1.496 0.344
C -1.268 -1.011 -0.917
C 0.283 0.334 0.672
H -1.231 0.786 -2.511
H 1.634 -0.663 1.889
H 0.611 -1.499 -0.103
H 0.724 -0.485 -1.463
H 1.166 2.358 1.036
H -1.838 -1.128 0.010
H 0.163 -0.008 2.683
H -0.716 0.762 0.830
H -1.395 -1.861 -1.574


10
Properties=species:S:1:pos:R:3 method="wB97M-V/def2-TZVPD" total_charge=0 e_above_lowest_kj_mol=279.37 gap_ha=0.3511 e_tot_ha=-392.6871
O 0.186 -1.078 -0.359
O -0.953 -2.987 -0.743
N 1.189 0.947 -0.185
N 1.896 1.488 0.664
N -1.073 0.706 0.323
C -0.977 -1.854 -0.412
C 0.061 0.206 0.045
H -1.079 1.672 0.620
H 2.595 2.095 0.204
H -1.844 -1.194 -0.159


100
Properties=species:S:1:pos:R:3 method="wB97M-V/def2-TZVPD" total_charge=0 e_above_lowest_kj_mol=1167.30 gap_ha=0.2306 smiles="C=C[C@]1([C@H](Br)CC)[C@H](C(=O)C(F)(F)C(F)(F)C(F)(F)C(=O)O)COS(=O)(=O)[C@H]1CCC.CN(C)C=O.CN(C)C=O.CN(C)C=O.CN(C)C=O" e_tot_ha=-5676.6373
Br 0.430 0.491 -2.576
S -1.463 -3.683 0.287
F 1.753 1.800 0.174
F 3.170 -1.284 3.144
F 3.757 1.026 1.228
F 3.120 0.720 4.434
F 0.082 0.453 2.371
F 1.680 2.124 2.918
O 0.176 0.217 5.377
O 0.938 -2.044 4.902
O -0.478 4.389 -2.170
O 0.224 7.953 2.064
O 3.742 -6.393 1.440
O -0.052 -3.867 1.220
O -2.496 -2.932 1.158
O 3.369 -1.175 -0.400
O -5.296 -2.046 -4.256
O -2.016 -5.119 -0.041
N -7.532 -2.368 -4.759
N 4.934 -5.235 3.052
N 1.416 9.110 3.675
N 0.714 5.546 -0.558
C 1.084 -0.739 4.660
C -1.064 -2.883 -1.358
C -6.477 -2.041 -3.934
C 4.333 -3.962 2.711
C 0.113 6.819 -0.899
C 2.581 -4.230 -0.934
C 2.313 0.665 0.982
C -4.648 -1.359 -0.756
C -2.157 -1.703 -1.630
C 1.691 5.498 0.509
C 4.559 -6.362 2.351
C 1.041 7.984 2.975
C 5.911 -5.284 4.119
C -8.905 -2.335 -4.300
C 0.528 -2.366 -1.391
C -3.714 -2.305 -1.754
C 0.704 -2.621 1.368
C 1.371 -3.776 -1.648
C 0.815 10.383 3.335
C -7.261 -2.756 -6.128
C 0.877 -1.441 -2.708
C 2.264 -0.214 3.610
C 2.392 9.061 4.743
C 2.194 -0.798 0.180
C 0.788 -1.660 0.053
C 0.339 4.420 -1.259
C 1.412 -2.092 -5.336
C 1.573 0.694 2.436
C 0.273 -2.092 -4.126
H -0.733 -0.223 5.276
H -4.058 -1.060 0.231
H 4.727 -3.167 3.349
H 0.507 7.615 -0.261
H 1.209 11.179 3.973
H -4.930 -0.319 -1.266
H 1.998 -3.117 -5.368
H -2.106 -0.839 -0.811
H 2.530 6.150 0.250
H -0.079 -0.848 0.179
H 5.077 -7.274 2.692
H 1.924 9.413 5.667
H -4.143 -2.137 -2.838
H 2.177 -1.226 -5.146
H 5.442 -4.933 5.043
H -6.796 -1.761 -2.916
H -5.623 -1.929 -0.389
H 1.031 10.610 2.287
H 0.299 -2.093 2.349
H -0.043 -3.227 -3.996
H -0.269 10.311 3.463
H 2.762 8.043 4.892
H -3.806 -3.411 -1.383
H 3.607 -3.687 -1.213
H -6.612 -3.637 -6.126
H 0.857 3.508 -0.919
H 3.231 9.714 4.484
H -9.336 -3.335 -4.404
H -8.191 -2.985 -6.656
H -1.957 -1.212 -2.700
H 4.549 -3.735 1.663
H 1.827 -2.930 1.633
H 0.330 7.047 -1.947
H -0.971 6.747 -0.771
H 2.060 4.480 0.659
H -9.466 -1.627 -4.915
H 6.280 -6.302 4.269
H 6.750 -4.632 3.860
H 2.655 -5.052 -0.100
H -6.742 -1.937 -6.635
H -1.215 -3.695 -2.215
H 2.062 -1.512 -2.840
H 0.906 -4.499 -2.469
H 1.223 5.849 1.433
H 0.835 -1.988 -6.352
H -8.963 -2.027 -3.253
H 3.249 -4.035 2.839
H -0.721 -1.533 -4.472
H 1.559 7.072 3.315